Here is a cluster of 2 separate species, C4H5NO in total from OMol25. Energies are from ωB97M-V/def2-TZVPD.

Geometry as XYZ:
```
11
Properties=species:S:1:pos:R:3
O 0.04 -0.30 2.28
C 0.10 -0.11 1.09
C -0.86 -0.37 -0.02
C -0.71 -0.14 -1.26
C 0.70 0.46 -1.12
N 1.09 0.42 0.31
H 1.40 -0.12 -1.72
H 0.69 1.49 -1.49
H 1.96 0.75 0.69
H -2.04 -1.39 0.59
H -2.36 -0.69 0.67
```

The molar mass is 83.09 g mol⁻¹. The value obtained for the highest occupied orbital energy is -9.54 eV. The structure (SMILES) is O=C1C#CCN1.[H][H]. As for the energy above the lowest of the compared OMol25 structures with the same formula, charge and spin: 126.0 kcal per mole.